No. 1
19
Properties=species:S:1:pos:R:3 method="wB97M-V/def2-TZVPD" energy_ha=-310.92140
C -2.392 0.378 -0.034
C -1.320 -0.689 0.152
C -0.402 -1.052 -0.914
O 0.613 -1.716 -0.768
C 1.613 0.119 0.617
C 2.483 0.516 -0.529
C 0.505 0.741 1.002
H -3.368 -0.103 0.067
H -2.275 0.848 -1.020
H -2.332 1.193 0.708
H -1.158 -1.092 1.152
H -1.504 -1.722 -0.571
H -0.807 -0.657 -1.860
H 1.948 -0.709 1.239
H 2.764 -0.332 -1.152
H 3.386 0.900 -0.074
H 2.035 1.295 -1.154
H 0.197 1.675 0.549
H 0.041 0.472 1.937

No. 2
19
Properties=species:S:1:pos:R:3 method="wB97M-V/def2-TZVPD" energy_ha=-310.96706
C -0.737 -0.634 2.372
C -0.897 0.311 1.183
C -0.068 -0.114 -0.039
C -0.340 0.808 -1.239
C 0.405 0.382 -2.503
C 1.385 0.044 0.329
O 1.968 -1.136 0.225
H -1.354 -0.314 3.218
H -1.029 -1.656 2.103
H 0.304 -0.666 2.714
H -1.953 0.364 0.888
H -0.595 1.326 1.471
H -0.316 -1.154 -0.310
H -0.052 1.830 -0.964
H -1.421 0.820 -1.430
H 0.178 1.049 -3.341
H 0.132 -0.639 -2.794
H 1.491 0.403 -2.348
H 2.901 -1.022 0.463

Summary of largest force on an atom in eV/Å
2.7; 0.4
(order as listed above)
Summary of energy relative to the best compared isomer or geometry (same formula, charge and spin) in kJ/mol
361.99; 242.10
(order as listed above)